Formula: C4H12CsO2
Source: the OMol25 dataset
Level of theory: the ωB97M-V functional and the def2-TZVPD basis

Geometry as ORCA input:
```
! wB97M-V def2-TZVPD RIJCOSX def2/J DEFGRID3
* xyz 1 1
Cs 11.62 -20.18 -3.54
C 8.91 -23.34 -6.03
C 10.03 -22.60 -5.34
O 9.87 -22.60 -3.90
H 9.15 -23.55 -7.07
H 7.98 -22.78 -5.97
H 8.75 -24.30 -5.54
H 10.08 -21.53 -5.60
H 11.02 -23.00 -5.59
H 10.00 -23.51 -3.59
C 15.94 -22.10 -5.86
C 14.47 -22.29 -5.55
O 13.76 -21.04 -5.60
H 16.06 -21.60 -6.82
H 16.43 -23.07 -5.85
H 16.42 -21.51 -5.07
H 14.34 -22.77 -4.57
H 14.02 -22.92 -6.31
H 14.19 -20.44 -4.98
*
```

Its orbital gap is 10.794 eV. The value obtained for the largest force on an atom is 0.011 Eh/bohr.



Formula: C4H12CsO2
Source: the OMol25 dataset
Level of theory: the ωB97M-V functional and the def2-TZVPD basis

Geometry as ORCA input:
```
! wB97M-V def2-TZVPD RIJCOSX def2/J DEFGRID3
* xyz 1 1
Cs -0.09 -0.90 2.46
C 2.94 0.98 2.40
O 2.78 -0.04 3.36
H 3.19 1.94 2.85
H 3.70 0.72 1.66
H 2.00 1.12 1.85
H 2.88 0.30 4.25
C -0.51 -1.37 -1.75
C -1.15 -0.08 -1.34
C -2.47 0.21 -2.07
O -1.37 0.00 0.07
H 0.41 -1.58 -1.20
H -0.30 -1.37 -2.82
H -1.18 -2.21 -1.53
H -0.47 0.73 -1.62
H -2.87 1.20 -1.85
H -3.21 -0.55 -1.80
H -2.32 0.13 -3.15
H -1.94 0.76 0.24
*
```

Its orbital gap is 10.626 eV. The value obtained for the largest force on an atom is 0.039 Eh/bohr.



Formula: C4H12CsO2
Source: the OMol25 dataset
Level of theory: the ωB97M-V functional and the def2-TZVPD basis

Geometry as ORCA input:
```
! wB97M-V def2-TZVPD RIJCOSX def2/J DEFGRID3
* xyz 1 1
Cs -0.33 0.81 -1.99
C -4.15 0.67 1.64
C -2.65 0.73 1.79
O -2.13 0.95 0.47
H -4.52 -0.02 0.88
H -4.50 1.67 1.41
H -4.61 0.41 2.59
H -2.30 -0.14 2.34
H -2.45 1.63 2.38
H -2.35 0.24 -0.13
C 3.78 -1.26 -0.53
C 2.86 -0.81 -1.69
O 2.78 0.65 -1.93
H 3.59 -2.32 -0.34
H 3.61 -0.65 0.35
H 4.82 -1.12 -0.82
H 1.83 -1.05 -1.44
H 3.13 -1.27 -2.64
H 3.60 0.88 -2.37
*
```

Its orbital gap is 10.622 eV. The value obtained for the largest force on an atom is 0.027 Eh/bohr.



Formula: C4H12CuO8S
Source: the OMol25 dataset
Level of theory: the ωB97M-V functional and the def2-TZVPD basis

Geometry as ORCA input:
```
! wB97M-V def2-TZVPD RIJCOSX def2/J DEFGRID3
* xyz 0 2
Cu 0.48 -5.36 -5.78
S 3.42 -6.05 -4.01
O 3.11 -6.02 -2.59
O 3.70 -7.53 -4.08
O 2.25 -5.74 -4.83
O 4.57 -5.27 -4.41
C -1.02 -3.12 -4.50
C -1.79 -3.33 -5.79
O -1.59 -4.65 -6.32
O 0.34 -3.52 -4.64
H -1.48 -3.77 -3.75
H -1.17 -2.10 -4.14
H -1.39 -2.64 -6.55
H -2.83 -3.07 -5.60
H -2.08 -4.71 -7.14
H 0.82 -3.17 -3.87
C 2.12 -5.19 -8.26
C 1.16 -6.31 -8.57
O 0.75 -6.95 -7.35
O 1.48 -4.22 -7.45
H 2.57 -4.82 -9.19
H 2.96 -5.62 -7.69
H 1.65 -7.03 -9.23
H 0.28 -5.95 -9.11
H 0.64 -7.88 -7.52
H 2.06 -3.46 -7.43
*
```

Its orbital gap (spin up / spin down) is 7.989 / 6.659 eV. The value obtained for the largest force on an atom is 0.031 Eh/bohr.



Formula: C4H12FN
Source: the OMol25 dataset
Level of theory: the ωB97M-V functional and the def2-TZVPD basis

Geometry as ORCA input:
```
! wB97M-V def2-TZVPD RIJCOSX def2/J DEFGRID3
* xyz 0 1
C 0.96 -0.24 -2.79
C 1.40 0.75 -1.74
F 2.18 0.10 -0.78
H 1.84 -0.69 -3.29
H 0.35 0.28 -3.55
H 0.36 -1.04 -2.34
H 2.02 1.56 -2.17
H 0.54 1.21 -1.22
C -1.38 -1.02 1.10
C -1.16 -0.13 2.31
N -0.35 1.04 1.94
H -1.87 -0.44 0.29
H -2.01 -1.88 1.35
H -0.41 -1.39 0.72
H -2.14 0.25 2.67
H -0.71 -0.73 3.13
H -0.20 1.64 2.75
H 0.58 0.73 1.63
*
```

Its SMILES is CCF.CCN. Its orbital gap is 10.454 eV. The value obtained for the largest force on an atom is 0.014 Eh/bohr.



Formula: C4H12FN2
Source: the OMol25 dataset
Level of theory: the ωB97M-V functional and the def2-TZVPD basis

Geometry as ORCA input:
```
! wB97M-V def2-TZVPD RIJCOSX def2/J DEFGRID3
* xyz 1 1
C 2.77 -1.00 0.40
C -2.51 1.19 -0.14
C 1.84 0.16 -0.01
C -0.42 -0.34 -0.52
N -1.07 -1.53 -0.15
N -1.04 0.97 0.17
F 1.65 1.17 0.90
H 2.91 -1.26 1.48
H 3.80 -0.74 0.02
H 2.41 -1.80 -0.14
H -2.59 1.55 -1.14
H -3.25 0.43 -0.26
H -2.82 1.87 0.63
H 2.26 0.72 -0.81
H -0.23 -0.16 -1.61
H -1.25 -1.56 0.88
H -1.02 -2.35 -0.68
H -0.94 0.92 1.13
H -0.52 1.77 -0.17
*
```

Its orbital gap is 9.063 eV. The value obtained for the largest force on an atom is 0.094 Eh/bohr.



Formula: C4H12IN2O
Source: the OMol25 dataset
Level of theory: the ωB97M-V functional and the def2-TZVPD basis

Geometry as ORCA input:
```
! wB97M-V def2-TZVPD RIJCOSX def2/J DEFGRID3
* xyz 1 1
C -1.34 -2.61 0.31
C -0.22 -1.82 -0.36
N -0.22 -0.34 0.14
C 0.84 0.60 -0.21
O 0.55 0.72 -1.65
I 2.73 -0.48 0.09
N 0.75 1.78 0.56
C 1.55 2.96 0.24
H -1.05 -2.98 1.43
H -2.34 -2.00 0.38
H -1.43 -3.50 -0.35
H -0.36 -1.81 -1.36
H 0.76 -2.37 -0.18
H -1.14 -0.06 -0.39
H -0.42 -0.44 1.19
H 0.84 1.49 -2.07
H 0.65 1.63 1.63
H 1.59 3.00 -0.88
H 1.28 3.86 0.82
H 2.62 2.69 0.53
*
```

Its SMILES is CC[NH2+][C@](O)(I)NC. Its orbital gap is 9.736 eV. The value obtained for the largest force on an atom is 0.082 Eh/bohr.



Formula: C4H12N2
Source: the OMol25 dataset
Level of theory: the ωB97M-V functional and the def2-TZVPD basis

Geometry as ORCA input:
```
! wB97M-V def2-TZVPD RIJCOSX def2/J DEFGRID3
* xyz -1 2
C -2.09 2.75 1.90
C -1.73 1.56 2.76
N -1.52 0.23 2.14
H -2.10 3.60 2.55
H -2.99 2.61 1.29
H -1.22 2.99 1.17
H -2.60 1.37 3.42
H -0.86 1.86 3.35
H -2.38 -0.32 1.98
H -1.09 0.42 1.32
C 1.59 -2.17 -1.78
C 2.63 -2.28 -2.61
N 2.83 -2.22 -3.97
H 0.63 -1.70 -2.24
H 1.64 -2.47 -0.78
H 3.52 -2.47 -1.88
H 3.73 -1.83 -4.17
H 2.01 -1.92 -4.45
*
```

Its orbital gap (spin up / spin down) is 2.093 / 9.152 eV. The value obtained for the largest force on an atom is 0.097 Eh/bohr.



Formula: C4H12N2
Source: the OMol25 dataset
Level of theory: the ωB97M-V functional and the def2-TZVPD basis

Geometry as ORCA input:
```
! wB97M-V def2-TZVPD RIJCOSX def2/J DEFGRID3
* xyz 0 1
H 1.67 0.25 1.70
N 2.35 -0.09 1.02
C 1.93 0.21 -0.14
N 2.67 -0.08 -1.27
H 1.03 0.79 -0.34
H 2.14 -0.11 -2.13
H 3.23 -0.92 -1.19
C -2.22 1.22 -0.26
C -2.34 0.06 0.71
C -1.79 -1.24 0.12
H -1.19 1.57 -0.37
H -2.77 2.10 0.07
H -2.57 0.93 -1.26
H -3.41 -0.08 0.91
H -1.76 0.31 1.60
H -2.06 -2.08 0.75
H -2.09 -1.40 -0.92
H -0.69 -1.23 0.08
*
```

Its SMILES is [H]/N=C/N.CCC. Its orbital gap is 10.488 eV. The value obtained for the largest force on an atom is 0.019 Eh/bohr.



Formula: C4H12N2
Source: the OMol25 dataset
Level of theory: the ωB97M-V functional and the def2-TZVPD basis

Geometry as ORCA input:
```
! wB97M-V def2-TZVPD RIJCOSX def2/J DEFGRID3
* xyz 0 1
C 2.77 0.89 1.03
N 2.03 0.37 0.21
C 1.79 -1.03 0.42
H 3.47 1.90 0.84
H 2.90 0.46 2.00
H 2.60 -1.61 -0.11
H 1.79 -1.29 1.55
H 0.81 -1.21 0.00
C -2.70 -0.60 -1.10
N -1.55 0.30 -1.18
C -1.02 0.91 0.14
H -3.43 0.06 -0.64
H -2.60 -1.50 -0.38
H -3.14 -0.93 -2.07
H -0.75 0.07 -1.81
H -0.53 0.20 0.90
H -0.52 1.71 -0.39
H -1.92 1.30 0.60
*
```

Its SMILES is C=NC.CNC. Its orbital gap is 9.432 eV. The value obtained for the largest force on an atom is 0.109 Eh/bohr.



Formula: C4H12N2
Source: the OMol25 dataset
Level of theory: the ωB97M-V functional and the def2-TZVPD basis

Geometry as ORCA input:
```
! wB97M-V def2-TZVPD RIJCOSX def2/J DEFGRID3
* xyz 0 1
C 1.80 -0.25 1.16
C 0.50 -0.85 0.59
C -0.61 -0.96 1.68
N 0.04 -0.38 -0.70
C -0.56 0.97 -0.72
N -1.08 1.39 -1.98
H 1.91 -0.41 2.22
H 1.90 0.82 0.95
H 2.62 -0.76 0.63
H 0.80 -1.88 0.38
H -1.23 -1.81 1.41
H -1.19 -0.04 1.74
H -0.17 -1.16 2.65
H -0.67 -1.03 -1.02
H 0.19 1.70 -0.41
H -1.39 0.98 -0.01
H -0.43 1.88 -2.58
H -1.85 0.90 -2.38
*
```

Its SMILES is CC(C)NCN. Its orbital gap is 9.782 eV. The value obtained for the largest force on an atom is 0.037 Eh/bohr.



Formula: C4H12N2
Source: the OMol25 dataset
Level of theory: the ωB97M-V functional and the def2-TZVPD basis

Geometry as ORCA input:
```
! wB97M-V def2-TZVPD RIJCOSX def2/J DEFGRID3
* xyz 0 1
C 2.30 0.97 -0.85
N 1.19 -0.03 -0.83
C 0.93 -0.28 0.66
C -0.53 -0.77 0.79
N -1.39 0.36 0.37
C -2.75 -0.06 -0.12
H 1.79 1.93 -0.90
H 2.85 1.05 0.07
H 2.88 0.79 -1.75
H 1.43 -0.98 -1.10
H 1.13 0.56 1.33
H 1.52 -1.17 0.96
H -0.77 -0.94 1.83
H -0.72 -1.68 0.21
H -0.77 1.03 -0.06
H -3.53 0.65 0.07
H -2.88 -0.97 0.47
H -2.68 -0.45 -1.14
*
```

Its SMILES is CNCCNC. Its orbital gap is 9.209 eV. The value obtained for the largest force on an atom is 0.057 Eh/bohr.



Formula: C4H12N2
Source: the OMol25 dataset
Level of theory: the ωB97M-V functional and the def2-TZVPD basis

Geometry as ORCA input:
```
! wB97M-V def2-TZVPD RIJCOSX def2/J DEFGRID3
* xyz 0 1
N -1.48 -1.26 1.90
C -0.21 -0.57 1.56
C -0.42 0.58 0.52
C 0.91 0.95 -0.14
C 1.00 0.20 -1.47
N 0.13 0.77 -2.53
H -1.60 -2.21 1.55
H -1.97 -1.00 2.69
H 0.43 -0.69 2.52
H 0.34 -1.16 0.90
H -0.91 1.41 1.07
H -1.13 0.01 -0.12
H 0.84 1.88 -0.52
H 1.67 0.96 0.64
H 0.99 -0.89 -1.23
H 2.09 0.28 -1.79
H -0.87 0.70 -2.22
H 0.18 0.05 -3.33
*
```

Its SMILES is NCCCCN. Its orbital gap is 9.851 eV. The value obtained for the largest force on an atom is 0.069 Eh/bohr.



Formula: C4H12N2
Source: the OMol25 dataset
Level of theory: the ωB97M-V functional and the def2-TZVPD basis

Geometry as ORCA input:
```
! wB97M-V def2-TZVPD RIJCOSX def2/J DEFGRID3
* xyz 0 1
C -1.58 -2.78 2.18
C -0.84 -2.12 1.30
N 0.30 -1.39 1.61
H -1.58 -2.64 3.25
H -2.36 -3.43 1.82
H -1.07 -2.15 0.24
H 0.53 -1.38 2.59
H 0.63 -0.56 1.15
C 0.68 0.63 -2.11
N 0.45 1.30 -0.82
C 0.42 2.81 -0.88
H 1.22 -0.30 -1.95
H -0.30 0.30 -2.46
H 1.12 1.19 -2.95
H 1.33 1.14 -0.33
H 1.40 3.26 -0.94
H -0.13 3.06 0.03
H -0.22 3.07 -1.72
*
```

Its SMILES is C=CN.CNC. Its orbital gap is 8.940 eV. The value obtained for the largest force on an atom is 0.039 Eh/bohr.



Formula: C4H12N2
Source: the OMol25 dataset
Level of theory: the ωB97M-V functional and the def2-TZVPD basis

Geometry as ORCA input:
```
! wB97M-V def2-TZVPD RIJCOSX def2/J DEFGRID3
* xyz 0 1
C 4.12 -0.01 -1.66
C 3.09 -0.80 -1.37
N 2.88 -2.06 -2.02
H 4.45 0.01 -2.69
H 4.37 0.84 -1.02
H 2.49 -0.72 -0.45
H 3.70 -2.66 -2.04
H 2.88 -1.82 -3.02
C -3.50 -0.06 0.79
N -2.65 1.11 0.83
C -2.05 1.34 2.13
H -3.64 -0.45 -0.22
H -4.49 0.08 1.28
H -3.02 -0.80 1.46
H -3.18 1.88 0.45
H -1.50 0.45 2.44
H -1.32 2.15 2.02
H -2.62 1.51 3.07
*
```

Its SMILES is C=CN.CNC. Its orbital gap is 9.797 eV. The value obtained for the largest force on an atom is 0.047 Eh/bohr.



Formula: C4H12N2
Source: the OMol25 dataset
Level of theory: the ωB97M-V functional and the def2-TZVPD basis

Geometry as ORCA input:
```
! wB97M-V def2-TZVPD RIJCOSX def2/J DEFGRID3
* xyz 0 1
N -0.79 -1.64 0.86
C 2.54 -0.04 -0.27
C 1.30 0.81 -0.05
C -0.06 0.36 -0.42
C -1.39 1.07 -0.21
N -2.36 0.13 -0.73
H -0.15 -2.36 0.67
H -1.33 -2.05 1.58
H 2.64 -0.40 -1.31
H 2.47 -0.92 0.43
H 3.48 0.50 -0.04
H 0.54 0.19 0.71
H 1.35 1.86 0.27
H -0.13 -0.52 -1.12
H -1.32 2.03 -0.67
H -1.41 1.17 0.87
H -3.18 0.58 -0.29
H -2.19 -0.77 -0.27
*
```

Its orbital gap is 6.786 eV. The value obtained for the largest force on an atom is 0.065 Eh/bohr.



Formula: C4H12N2
Source: the OMol25 dataset
Level of theory: the ωB97M-V functional and the def2-TZVPD basis

Geometry as ORCA input:
```
! wB97M-V def2-TZVPD RIJCOSX def2/J DEFGRID3
* xyz 0 1
C -2.15 0.96 -1.38
C -1.10 0.20 -1.80
C -0.84 -1.15 -1.24
H -2.60 1.59 -2.13
H -2.44 1.01 -0.33
H -0.33 0.59 -2.47
H -0.40 -1.08 -0.22
H -1.79 -1.52 -0.84
H -0.21 -1.90 -1.70
N 1.04 1.27 0.82
C 1.05 0.05 1.63
N 2.04 -0.91 1.25
H 1.88 1.76 1.08
H 0.16 1.70 1.01
H 1.14 0.38 2.69
H 0.07 -0.42 1.71
H 1.90 -1.87 1.49
H 2.56 -0.67 0.43
*
```

Its SMILES is C=CC.NCN. Its orbital gap is 9.414 eV. The value obtained for the largest force on an atom is 0.069 Eh/bohr.



Formula: C4H12N2
Source: the OMol25 dataset
Level of theory: the ωB97M-V functional and the def2-TZVPD basis

Geometry as ORCA input:
```
! wB97M-V def2-TZVPD RIJCOSX def2/J DEFGRID3
* xyz 0 1
C -0.52 -2.05 1.49
C -0.89 -0.89 2.02
C 0.08 0.20 2.46
H -1.28 -2.78 1.24
H 0.50 -2.37 1.64
H -1.93 -0.58 2.01
H 0.22 0.78 1.56
H 0.94 -0.23 2.96
H -0.46 0.78 3.22
N 0.60 1.45 -3.01
C -0.07 0.70 -1.92
N 0.80 0.44 -0.79
H -0.14 2.00 -3.44
H 0.79 0.79 -3.77
H -0.53 -0.22 -2.28
H -0.92 1.31 -1.58
H 1.27 -0.46 -0.92
H 1.54 1.13 -0.88
*
```

Its SMILES is C=CC.NCN. Its orbital gap is 10.326 eV. The value obtained for the largest force on an atom is 0.035 Eh/bohr.



Formula: C4H12N2
Source: the OMol25 dataset
Level of theory: the ωB97M-V functional and the def2-TZVPD basis

Geometry as ORCA input:
```
! wB97M-V def2-TZVPD RIJCOSX def2/J DEFGRID3
* xyz 0 1
N -1.96 2.04 1.97
C 2.88 -0.57 -0.93
C 1.48 -0.42 -0.21
C 0.32 -1.22 -0.72
C -0.97 -0.84 -0.24
N -1.67 0.38 -0.39
H -2.29 1.74 1.09
H -2.58 2.62 2.47
H 3.54 -1.29 -0.42
H 2.86 -0.86 -1.95
H 3.70 0.31 -0.70
H 0.80 0.29 -0.82
H 1.58 0.01 0.86
H 0.62 -2.22 -0.91
H -1.48 -1.63 0.21
H -0.72 0.15 0.36
H -1.25 1.09 -1.11
H -1.70 1.21 2.47
*
```

Its orbital gap is 7.345 eV. The value obtained for the largest force on an atom is 0.114 Eh/bohr.



Formula: C4H12N2
Source: the OMol25 dataset
Level of theory: the ωB97M-V functional and the def2-TZVPD basis

Geometry as ORCA input:
```
! wB97M-V def2-TZVPD RIJCOSX def2/J DEFGRID3
* xyz 0 1
C 1.85 0.26 0.94
C 1.77 -0.32 -0.24
C 1.64 0.39 -1.55
H 1.95 -0.28 1.87
H 1.85 1.34 1.00
H 1.89 -1.40 -0.32
H 0.66 0.26 -2.00
H 1.80 1.47 -1.48
H 2.37 0.02 -2.27
N -1.81 1.07 0.63
C -1.73 -0.32 1.07
N -1.83 -1.38 0.05
H -0.92 1.33 0.20
H -2.43 1.12 -0.18
H -0.75 -0.51 1.51
H -2.49 -0.51 1.84
H -1.10 -1.22 -0.63
H -2.71 -1.33 -0.44
*
```

Its SMILES is C=CC.NCN. Its orbital gap is 10.064 eV. The value obtained for the largest force on an atom is 0.020 Eh/bohr.